No. 1
Formula: C27H89BNO24
Source: the Open Molecules 2025 dataset
Level of theory: the ωB97M-V functional and the def2-TZVPD basis

Results
multiplicity	1
net charge	-1
frontier orbital gap	5.57	eV
max |F|	0.174	hartree/bohr
energy	-2966.9697	Eh

The geometry in XYZ format:
```
142
Properties=species:S:1:pos:R:3:forces:R:3:mulliken_charge:R:1
C -2.826544 4.156871 0.636666 7.8 -0.3 -4.4 -0.546
C -1.583613 4.205481 -0.010131 -7.7 -1.1 3.7 -0.386
C -0.170083 3.989638 -0.875227 -1.5 0.0 -0.3 0.224
C 0.392359 2.424735 -0.774324 -0.2 -0.4 0.5 0.211
O 0.070709 1.572863 -1.958763 0.5 2.8 1.3 -0.603
B -0.238231 0.176766 -1.575553 -0.2 -1.2 1.1 0.294
C -1.804131 -0.321335 -1.468745 -2.8 -0.2 -0.1 0.369
C -2.871342 0.549527 -2.357480 -0.5 0.6 1.4 -0.566
C -4.291342 0.591436 -1.475132 0.4 0.0 -1.6 -0.138
C -4.961068 -0.910123 -1.381061 0.2 1.0 -1.4 -0.961
N -4.973351 -1.504201 0.013221 -2.4 -2.5 0.2 0.283
C -5.745479 -0.660283 1.003347 -0.1 1.2 0.6 -0.840
C -5.463261 -2.934995 -0.049163 3.4 -3.1 -3.6 0.554
C -6.702459 -3.578311 0.818842 0.6 -0.1 0.7 -0.951
O -4.796357 -3.798448 -0.864466 -4.1 5.0 4.7 -0.612
C 0.489504 -1.033803 -2.480143 1.0 0.5 -0.5 -0.219
C 1.818518 -0.507358 -3.292632 -0.8 -0.6 0.6 -0.143
O 2.503354 -1.718558 -3.816328 -0.6 0.3 -2.4 -0.419
C 2.127245 -1.990392 -5.212341 -0.3 -0.2 -1.2 0.516
C 2.418278 -3.563140 -5.681842 0.8 0.3 0.5 -0.941
O 0.193646 0.164634 -0.133003 0.7 1.7 2.3 -0.359
C -0.123143 1.485285 0.471203 -0.7 -0.7 -0.6 0.229
C 0.436283 1.807279 1.993920 -0.2 -0.7 0.0 0.254
C 0.572429 0.401924 2.857227 1.2 -0.1 0.3 -0.223
C 0.593819 0.665571 4.509418 -0.4 1.6 -0.7 -0.509
C -0.757219 0.168013 5.273631 -0.8 0.2 -0.4 -0.345
C -0.764905 -1.341255 5.866401 -0.4 -0.5 0.2 -0.419
C 0.614796 -2.199780 5.748111 -1.0 -1.3 0.0 0.048
C 0.614814 -3.015150 4.308776 0.2 -0.4 0.3 0.485
C 1.736876 -4.205546 4.205857 -1.0 -0.4 0.7 -0.425
C 1.274072 -5.266289 3.038420 1.2 0.2 -0.1 -0.485
C 0.774820 -4.575796 1.637496 -0.2 -0.1 0.0 -0.300
O 0.257447 -5.697837 0.786641 -1.3 1.0 1.9 -0.425
C -1.154676 -5.898101 1.166763 -1.2 0.2 0.0 -0.292
H -3.906615 3.951998 1.095060 3.2 0.8 -1.3 0.324
H 0.665714 4.743689 -0.546852 -1.8 -1.5 -0.3 0.393
H -0.453130 4.285244 -1.995765 0.6 -0.8 2.7 -0.125
H 1.553338 2.613593 -0.596499 -2.2 -0.8 -0.7 -0.020
H -2.164816 -0.236762 -0.334502 0.6 -0.1 -2.3 -0.413
H -1.955567 -1.473228 -1.741362 0.4 2.3 0.6 0.163
H -3.039672 0.159523 -3.453476 0.2 0.6 2.1 0.291
H -2.510385 1.685029 -2.416063 -0.6 -2.4 0.0 0.020
H -3.999760 1.061528 -0.442822 -0.8 -0.9 -2.0 -0.020
H -5.052192 1.263693 -2.101400 1.4 -1.2 1.7 0.282
H -4.386456 -1.577783 -2.176472 -1.2 1.1 2.2 0.391
H -6.075709 -0.827870 -1.731688 1.8 -0.1 0.5 0.489
H -5.922488 -1.196256 2.054697 0.3 0.9 -2.6 0.314
H -6.749737 -0.293036 0.510013 1.6 -0.8 1.1 0.313
H -5.144770 0.334535 1.274941 -1.1 -2.3 -0.8 0.146
H -7.645203 -2.891246 0.915985 1.9 -1.2 -0.3 0.292
H -7.013372 -4.636085 0.376188 0.9 2.5 0.7 0.276
H -6.287622 -3.784444 1.912420 -0.9 0.5 -2.2 0.221
H 0.786020 -1.885904 -1.710120 -0.5 1.6 -1.8 -0.137
H -0.349827 -1.445877 -3.217963 2.1 0.7 1.2 0.107
H 2.614257 0.030300 -2.588238 -1.9 -1.1 -1.5 0.052
H 1.523155 0.193513 -4.191834 0.6 -1.2 1.8 0.163
H 2.750499 -1.313774 -5.968409 -1.3 -1.3 1.7 -0.319
H 0.987881 -1.741984 -5.441739 2.2 -0.5 0.8 0.235
H 1.797396 -3.876911 -6.630322 1.1 0.8 1.9 0.278
H 3.569395 -3.652509 -5.954700 -2.3 0.1 0.5 0.196
H 2.228297 -4.332825 -4.813474 0.2 1.7 -1.7 0.281
H -1.300487 1.507835 0.660992 2.2 0.3 -0.9 -0.107
H 1.453253 2.424942 1.969212 -2.1 -1.4 0.2 -0.031
H -0.400572 2.442417 2.559330 1.9 -1.2 -1.4 -0.361
H 1.628927 -0.093626 2.625324 -2.4 0.9 0.1 0.182
H -0.268807 -0.352439 2.532719 1.6 1.6 0.7 0.156
H 1.607578 0.304174 4.966627 -2.1 0.4 -0.7 0.216
H 0.610101 1.856339 4.605155 0.0 -2.5 0.0 0.370
H -1.644644 0.237343 4.477952 2.1 0.0 1.8 0.235
H -1.065552 0.918968 6.137016 0.9 -1.5 -1.8 0.152
H -1.118342 -1.326135 7.003402 0.9 0.1 -2.3 0.149
H -1.606835 -1.957195 5.287193 1.8 1.2 1.3 0.129
H 0.549951 -3.053359 6.581477 0.1 2.0 -1.9 0.155
H 1.604803 -1.620681 5.974788 -2.1 -0.9 -0.6 0.099
H 0.726005 -2.331884 3.366747 -0.3 -1.0 1.9 -0.371
H -0.450050 -3.551970 4.253617 2.2 1.2 0.0 -0.071
H 1.714531 -4.778803 5.251678 0.3 1.2 -2.4 0.066
H 2.842383 -3.811852 4.083471 -2.3 -0.7 0.0 0.254
H 2.243560 -5.905890 2.768239 -2.2 1.1 0.5 0.259
H 0.453423 -5.997294 3.478996 1.6 1.6 -1.0 0.199
H 1.646942 -4.003531 1.057180 -1.9 -1.5 1.3 0.270
H -0.129346 -3.831186 1.747265 2.0 -1.2 0.1 0.271
H -1.406106 -5.541769 2.270897 0.8 -0.7 -2.1 -0.082
H -1.491320 -7.036739 1.125299 1.0 2.4 -0.2 0.264
H -1.840778 -5.236347 0.457107 1.3 -1.5 1.4 0.243
O -3.624551 -4.841567 3.782458 0.1 -0.3 -0.2 -0.641
H -3.721918 -5.080921 2.848480 0.1 0.2 0.2 0.337
H -2.878346 -5.380317 4.085628 -0.2 0.2 0.0 0.298
O -1.661908 7.545275 -0.057278 0.0 0.0 0.0 -0.666
H -2.598210 7.571352 -0.305764 0.3 -0.2 -0.2 0.314
H -1.394272 6.633785 -0.248436 -0.2 0.2 0.1 0.328
O 4.469157 -0.483247 -7.226786 0.6 0.2 -0.2 -0.694
H 5.020297 -1.161927 -6.808786 -0.3 0.1 0.0 0.295
H 4.981414 0.332414 -7.120591 -0.2 -0.2 0.1 0.336
O 6.936072 -0.830176 -9.285164 -0.2 0.3 -0.2 -0.627
H 7.032996 -0.253752 -10.058096 0.1 -0.1 0.0 0.331
H 5.998385 -0.754470 -9.052788 0.2 -0.1 0.1 0.336
O -0.002581 5.870233 -3.523016 0.1 -0.2 -0.4 -0.634
H 0.963123 5.891775 -3.600719 0.0 0.0 0.1 0.306
H -0.255435 5.050297 -3.973301 0.1 0.2 0.1 0.328
O 3.010187 6.663713 -2.721591 -0.4 0.1 0.3 -0.682
H 2.445680 7.059421 -2.040538 0.1 -0.1 -0.3 0.337
H 3.692806 6.196144 -2.217214 0.0 0.1 -0.2 0.364
O -3.908174 7.543150 -2.095647 -0.1 0.3 -0.2 -0.635
H -3.541876 7.065797 -2.855282 -0.1 0.1 0.2 0.332
H -3.965616 8.460867 -2.401397 0.1 -0.4 0.1 0.301
O 5.495413 6.041055 -1.611745 0.6 -0.3 0.2 -0.630
H 6.174410 6.507309 -2.122289 -0.4 -0.1 0.1 0.269
H 5.947245 5.245160 -1.293337 -0.1 0.2 -0.1 0.316
O 2.679565 -3.595021 6.998356 0.8 -0.3 0.8 -0.524
H 2.901092 -3.743862 7.929944 -0.1 0.1 -0.3 0.211
H 3.472337 -3.173744 6.633630 -0.2 0.0 0.1 0.285
O 1.732112 1.302071 -7.340419 0.0 -0.3 -0.4 -0.640
H 1.107103 0.981074 -8.007809 0.2 0.1 0.3 0.302
H 2.350980 0.565302 -7.225703 -0.1 0.1 0.1 0.286
O 4.848196 -1.340066 7.549512 -0.1 0.2 0.4 -0.628
H 4.626967 -0.396752 7.566896 0.0 -0.3 -0.1 0.318
H 4.725449 -1.626253 8.467126 0.1 0.1 -0.3 0.312
O 7.907994 0.839986 -11.815988 0.1 0.1 -0.4 -0.631
H 8.274292 0.362634 -12.575623 -0.1 0.1 0.3 0.304
H 7.850552 1.757703 -12.121739 0.0 -0.3 0.2 0.311
O 3.308893 3.995726 0.574125 0.6 0.0 0.0 -0.562
H 3.987891 4.461979 0.063581 -0.3 -0.1 0.2 0.235
H 3.760726 3.199830 0.892532 -0.3 0.2 -0.1 0.299
O -2.119971 2.647559 4.505048 -0.3 0.5 -0.5 -0.497
H -2.023046 3.223984 3.732115 0.1 -0.2 0.1 0.233
H -3.057657 2.723264 4.737424 0.2 0.0 0.2 0.264
O -4.004051 2.424948 6.626904 -0.3 0.2 0.5 -0.614
H -4.568558 2.820657 7.307956 0.2 -0.1 -0.3 0.282
H -3.321432 1.957380 7.131280 -0.2 -0.1 -0.3 0.316
O -3.906831 -0.243306 7.848492 -0.3 -0.4 0.0 -0.596
H -4.843133 -0.217229 7.600005 0.4 0.1 0.0 0.303
H -3.639195 -1.154796 7.657333 0.0 0.3 0.0 0.317
O 9.590476 0.109705 -7.774404 0.2 -0.4 -0.2 -0.647
H 8.965467 -0.211293 -8.441795 -0.1 0.1 0.2 0.345
H 10.209343 -0.627064 -7.659688 -0.2 0.3 0.0 0.308
O -4.285102 6.687965 -5.151031 -0.2 -0.3 -0.2 -0.629
H -5.221403 6.714042 -5.399518 0.3 0.0 0.2 0.310
H -4.017466 5.776475 -5.342189 0.0 0.3 0.1 0.321
O -0.269435 -6.436015 6.051919 0.3 -0.1 0.3 -0.628
H 0.281706 -7.114694 6.469918 -0.2 0.2 -0.2 0.308
H 0.242823 -5.620355 6.158114 -0.2 -0.1 -0.1 0.309
```
Positions in Å, forces in eV/Å.

=====

No. 2
Formula: C2H4ClN
Source: the Open Molecules 2025 dataset
Level of theory: the ωB97M-V functional and the def2-TZVPD basis

Results
energy above the lowest of the compared OMol25 structures with the same formula, charge and spin	387.1	kJ/mol
multiplicity	1
frontier orbital gap (alpha / beta)	8.58 / 8.21	eV
max |F|	0.034	hartree/bohr
energy	-593.3937	Eh

The geometry in XYZ format:
```
8
Properties=species:S:1:pos:R:3:forces:R:3:mulliken_charge:R:1
C -0.044713 -0.791561 0.879525 0.0 1.3 -1.1 -0.072
C -0.110813 1.386710 -0.686894 0.0 -1.1 0.9 -0.612
N 0.477650 -1.721184 0.311109 0.3 -0.3 -0.4 -0.377
Cl -0.164552 0.763820 -2.264152 0.0 -0.1 -0.2 -0.122
H -0.556791 -0.539360 1.792985 -0.1 -0.2 0.5 0.278
H -1.025898 1.803528 -0.314357 -0.2 0.1 0.0 0.330
H 0.836457 1.774343 -0.370563 0.2 0.1 0.0 0.337
H 0.588660 -2.676296 0.652347 -0.2 0.1 0.3 0.237
```
Positions in Å, forces in eV/Å.

=====

No. 3
Formula: C19H27N3O3S
Source: the Open Molecules 2025 dataset
Level of theory: the ωB97M-V functional and the def2-TZVPD basis

Results
energy above the lowest of the compared OMol25 structures with the same formula, charge and spin	131.4	kJ/mol
multiplicity	1
frontier orbital gap	8.55	eV
max |F|	0.018	hartree/bohr
SMILES	CCCc1cc(=O)[nH]c(SCC(=O)c2cc(C)n([C@H](C)COC)c2C)n1
energy	-1528.4003	Eh

The geometry in XYZ format:
```
53
Properties=species:S:1:pos:R:3:forces:R:3:mulliken_charge:R:1
C 5.509660 1.353805 -1.294221 -0.2 -0.1 0.0 -1.529
C 4.088264 1.074383 -0.826172 0.2 0.1 0.1 0.403
C 3.863987 1.581883 0.605176 -0.1 0.0 -0.3 -1.026
C 2.490841 1.234480 1.077945 -0.4 0.5 0.1 0.850
C 1.435639 2.094257 1.015543 0.3 0.0 0.0 -0.786
C 0.134356 1.701503 1.473176 0.1 -0.2 0.0 0.054
O -0.899219 2.342466 1.430795 -0.3 0.3 0.0 -0.687
N 0.115063 0.404493 2.009496 0.0 0.1 0.1 0.058
C 1.193653 -0.403998 1.962238 0.1 -0.2 0.1 0.093
S 0.956378 -2.073609 2.464457 0.0 -0.2 0.4 -0.275
C 1.970338 -2.865020 1.182031 0.2 0.2 0.2 -1.023
C 1.834154 -2.221652 -0.202274 0.2 -0.4 0.2 0.450
O 2.817391 -2.196752 -0.910381 -0.1 0.0 0.0 -0.618
C 0.580236 -1.584995 -0.564820 -0.7 0.4 -0.5 0.798
C 0.563802 -0.384579 -1.329391 -0.2 -0.2 0.1 -1.189
C -0.720068 0.070817 -1.374394 0.4 0.2 -0.3 0.844
C -1.191091 1.337983 -1.995725 -0.1 0.0 0.2 -1.822
N -1.511371 -0.826096 -0.692446 0.3 -0.1 0.2 0.753
C -2.945446 -0.752613 -0.496133 -0.7 0.1 -0.1 -0.388
C -3.705040 -1.153056 -1.761215 0.1 0.0 0.3 -1.479
C -3.398417 0.609024 0.053236 0.2 0.0 0.2 -0.143
O -4.407689 0.356997 1.009906 0.0 -0.3 -0.1 -0.413
C -4.867698 1.534194 1.625875 0.0 0.1 0.0 -0.701
C -0.737452 -1.838258 -0.206425 0.5 -0.3 0.0 0.921
C -1.324351 -3.043161 0.442797 -0.2 0.1 0.1 -2.223
N 2.351860 -0.036732 1.543015 0.3 -0.4 0.1 -0.320
H 5.648202 0.993390 -2.310391 0.1 0.0 -0.1 0.403
H 5.719406 2.421707 -1.274994 0.1 0.1 0.0 0.355
H 6.228311 0.850497 -0.651917 0.1 0.0 0.1 0.352
H 3.894639 0.001142 -0.859349 -0.1 0.0 0.0 0.000
H 3.380007 1.571456 -1.493458 -0.1 -0.1 0.0 0.207
H 4.588458 1.100211 1.263173 0.0 0.1 0.1 0.412
H 4.008029 2.662896 0.639029 0.0 0.0 0.0 0.395
H 1.538696 3.087437 0.610540 0.0 0.1 0.0 0.467
H -0.771831 0.055608 2.355427 0.1 0.1 -0.2 0.285
H 1.658636 -3.910058 1.157061 0.0 0.0 0.0 0.561
H 3.018856 -2.813648 1.476481 -0.1 -0.1 -0.2 0.451
H 1.428894 0.081320 -1.753765 0.2 0.2 -0.1 0.635
H -0.421865 1.694649 -2.676220 0.0 0.0 0.0 0.461
H -2.113256 1.205686 -2.555142 -0.1 0.1 -0.1 0.295
H -1.354016 2.104374 -1.237924 -0.1 0.1 0.0 0.264
H -3.199079 -1.468781 0.291295 0.1 0.1 -0.1 0.369
H -3.501698 -0.467695 -2.579312 0.0 0.1 -0.1 0.247
H -4.771264 -1.144993 -1.553421 -0.1 0.0 0.0 0.496
H -3.415219 -2.153423 -2.075223 0.0 -0.1 -0.1 0.319
H -3.796038 1.251965 -0.744467 0.0 0.0 0.0 0.414
H -2.562887 1.136670 0.533854 -0.1 -0.1 -0.1 -0.031
H -5.352551 2.197593 0.899296 0.0 0.0 0.0 0.290
H -5.591005 1.229624 2.379283 0.0 0.1 0.0 0.270
H -4.042531 2.078104 2.099778 0.0 0.0 0.0 0.259
H -0.563259 -3.807832 0.557958 0.0 -0.1 0.0 0.335
H -2.125416 -3.455736 -0.170106 0.0 -0.1 0.0 0.462
H -1.727974 -2.817909 1.430433 -0.1 -0.1 0.0 0.425
```
Positions in Å, forces in eV/Å.

=====

Which value of multiplicity does entry 2 give?
1